(1)
DFT (ωB97M-V with the def2-TZVPD basis set) results for a cluster of 2 separate species, C4H4O2S in total.

Computed properties:
- Orbital gap: 0.359 hartree
- 2S+1: 1
- Relative energy (zero: lowest compared OMol25 entry of this formula, charge and spin): 3.889 eV
- LUMO level: 0.637 eV

Last column: Mulliken charge in e.
Element x y z (Å)
S (1.21, 1.27, -0.17)  -0.003
O (0.62, -1.07, 0.55)  -0.157
O (-2.63, 0.54, -1.03)  -0.399
C (-2.86, 0.68, 0.13)  -0.009
C (0.10, 0.16, 0.63)  -0.190
C (1.82, -1.17, 0.00)  -0.253
C (2.37, 0.00, -0.43)  -0.216
H (-3.87, 1.04, 0.42)  0.247
H (-2.11, 0.52, 0.85)  0.297
H (2.19, -2.24, 0.14)  0.322
H (3.18, 0.28, -1.10)  0.361

=====

(2)
DFT (ωB97M-V with the def2-TZVPD basis set) results for a structure of composition C2H7INP.

Computed properties:
- Orbital gap (spin up / spin down): 0.250 / 0.292 hartree
- 2S+1: 1
- Relative energy (zero: lowest compared OMol25 entry of this formula, charge and spin): 3.611 eV
- LUMO level (spin up / spin down): -0.974 / -0.183 eV

Last column: Mulliken charge in e.
Element x y z (Å)
I (-3.03, 0.05, -0.05)  0.114
P (-0.21, -1.19, 0.49)  0.084
N (-1.07, -0.08, -0.35)  -0.419
C (1.30, -1.17, -0.53)  -0.825
C (-0.20, 1.93, 0.63)  -0.819
H (1.67, -0.22, -0.22)  0.147
H (0.85, 1.76, 0.44)  0.367
H (2.10, -1.79, -0.38)  0.448
H (-0.91, 2.51, -0.05)  0.260
H (-0.59, 1.72, 1.64)  0.332
H (1.12, -1.10, -1.65)  0.283
H (-1.04, -2.43, 0.02)  0.027

=====

(3)
DFT (ωB97M-V with the def2-TZVPD basis set) results for a cluster of 2 separate species, C6H11O3S in total.

Computed properties:
- Orbital gap: 0.230 hartree
- 2S+1: 1
- Total charge: -1
- Relative energy (zero: lowest compared OMol25 entry of this formula, charge and spin): 2.618 eV
- LUMO level: 3.562 eV

Last column: Mulliken charge in e.
Element x y z (Å)
S (-2.51, -0.63, 0.42)  0.236
O (-2.22, -1.79, 1.26)  -0.573
O (-1.89, -1.16, -1.37)  -0.682
O (1.94, 2.12, -0.22)  -0.581
C (2.53, -1.40, -0.40)  -0.548
C (-2.11, 1.94, -0.01)  -0.977
C (1.40, -1.37, 0.57)  -0.381
C (-1.67, 0.80, 0.80)  -0.439
C (2.17, -0.13, 0.33)  0.183
C (1.49, 0.97, -0.29)  -0.122
H (2.87, 0.02, 1.18)  0.291
H (-2.83, 2.64, 0.38)  0.252
H (0.41, -1.46, 0.08)  0.053
H (-0.94, 0.91, 1.57)  0.524
H (-1.28, 2.61, -0.32)  0.245
H (-2.51, 1.52, -0.94)  0.275
H (3.47, -2.08, -0.14)  0.213
H (-2.73, -1.17, -1.93)  0.207
H (2.23, -1.33, -1.44)  0.272
H (0.83, 0.67, -1.10)  0.226
H (1.32, -1.67, 1.56)  0.324

=====

(4)
DFT (ωB97M-V with the def2-TZVPD basis set) results for a structure of composition C35H43MoN3O2SSi.

Computed properties:
- Orbital gap (spin up / spin down): 0.258 / 0.252 hartree
- 2S+1: 3
- Total charge: +2
- Relative energy (zero: lowest compared OMol25 entry of this formula, charge and spin): 0.000 eV
- LUMO level (spin up / spin down): -6.204 / -6.610 eV
- ⟨S²⟩: 2.047

Last column: Mulliken charge in e.
Element x y z (Å)
Mo (-0.93, 0.33, -0.12)  0.461
S (7.88, 1.81, -0.30)  -0.177
Si (-2.44, -0.95, -2.24)  -0.123
O (-0.26, 0.39, 1.70)  -0.971
O (6.90, 0.65, 1.88)  -0.470
N (-1.96, 1.80, -1.21)  0.126
N (1.39, 1.68, 2.57)  0.276
N (1.61, -0.63, 2.47)  0.262
C (0.94, 0.48, 2.23)  0.463
C (-0.56, 3.68, -2.03)  -0.371
C (0.60, 2.88, 2.32)  -1.195
C (-0.11, -0.25, -6.18)  -0.543
C (4.35, 0.05, -1.16)  -0.531
C (5.70, 0.27, -0.96)  -0.500
C (-4.94, -1.94, -1.30)  -0.291
C (3.63, 0.72, 2.80)  0.155
C (3.45, 1.13, -1.10)  0.431
C (2.71, 1.85, 3.20)  -0.843
C (-6.34, -3.42, -2.55)  -0.453
C (-1.34, -1.53, -0.79)  -1.025
C (-4.27, -2.67, -3.50)  -0.280
C (2.96, -0.61, 3.06)  -0.887
C (9.23, 1.21, 2.01)  -1.176
C (-4.01, -1.92, -2.35)  0.792
C (-2.15, -0.22, -4.93)  0.058
C (-1.49, -0.74, -3.81)  0.543
C (-6.10, -2.68, -1.40)  -0.814
C (5.29, 2.64, -0.72)  -0.576
C (2.05, 0.86, -1.05)  0.397
C (1.06, -1.94, 2.12)  -1.151
C (-1.47, 0.03, -6.11)  -0.891
C (-2.84, 4.14, -1.03)  -0.769
C (-5.43, -3.42, -3.60)  -0.720
C (-3.02, 0.83, -1.62)  -0.683
C (0.86, 0.62, -0.87)  -0.147
C (-1.57, 4.77, -1.63)  -0.813
C (-0.13, -1.01, -3.90)  -0.097
C (-2.46, 2.88, -0.27)  -0.485
C (3.93, 2.42, -0.92)  -0.502
C (-1.28, 2.40, -2.41)  -0.755
C (6.17, 1.56, -0.70)  -0.069
C (0.56, -0.77, -5.09)  -0.710
C (7.89, 1.11, 1.36)  0.745
H (-4.76, -1.38, -0.39)  0.238
H (-1.99, 0.42, -6.97)  0.447
H (3.24, 3.26, -0.91)  0.519
H (1.62, -0.99, -5.15)  0.463
H (0.93, 3.65, 3.01)  0.526
H (3.88, 0.81, 1.74)  -0.274
H (0.41, -1.42, -3.06)  0.218
H (9.34, 0.41, 2.74)  0.323
H (9.29, 2.17, 2.53)  0.306
H (-3.22, -0.01, -4.89)  0.483
H (-5.62, -4.00, -4.49)  0.422
H (1.47, -2.68, 2.80)  0.462
H (4.56, 0.78, 3.35)  0.424
H (-7.25, -4.01, -2.63)  0.407
H (-1.66, 3.10, 0.43)  0.057
H (6.39, -0.56, -0.97)  0.468
H (-3.73, 0.71, -0.80)  0.682
H (-3.30, 2.47, 0.29)  0.473
H (1.34, -2.21, 1.10)  0.288
H (2.58, 1.91, 4.28)  0.257
H (0.05, 4.00, -2.87)  0.581
H (5.66, 3.64, -0.54)  0.470
H (-2.00, -2.06, -0.09)  0.624
H (2.87, -0.81, 4.13)  0.263
H (-0.61, 1.65, -2.83)  0.083
H (0.76, 3.24, 1.30)  0.279
H (0.43, -0.06, -7.10)  0.419
H (-2.05, 2.60, -3.16)  0.614
H (-3.56, -2.68, -4.32)  0.380
H (-3.34, 4.83, -0.35)  0.467
H (-1.12, 5.46, -0.92)  0.343
H (0.14, 3.47, -1.21)  -0.203
H (3.53, -1.42, 2.61)  0.573
H (-6.81, -2.69, -0.59)  0.419
H (-3.59, 1.23, -2.46)  0.397
H (-1.85, 5.36, -2.51)  0.329
H (-0.02, -1.95, 2.22)  0.388
H (3.98, -0.95, -1.32)  0.552
H (10.04, 1.17, 1.28)  0.396
H (-0.46, 2.69, 2.50)  0.400
H (-3.57, 3.89, -1.80)  0.305
H (-0.51, -2.17, -1.07)  0.499
H (3.10, 2.81, 2.86)  0.544

=====

(5)
DFT (ωB97M-V with the def2-TZVPD basis set) results for a structure of composition C15H15F3IrN6O8S.

Computed properties:
- Orbital gap (spin up / spin down): 0.285 / 0.272 hartree
- 2S+1: 2
- Relative energy (zero: lowest compared OMol25 entry of this formula, charge and spin): 1.339 eV
- LUMO level (spin up / spin down): -0.798 / -1.149 eV
- ⟨S²⟩: 0.756

Last column: Mulliken charge in e.
Element x y z (Å)
Ir (0.67, -0.70, -1.36)  2.240
S (-1.70, 1.87, -1.57)  0.998
F (1.44, -5.04, -2.94)  -0.257
F (3.45, -4.28, -2.66)  -0.252
F (2.60, -5.64, -1.22)  -0.253
O (1.55, -2.41, -2.01)  -0.689
O (0.18, -0.25, 1.03)  -0.497
O (-3.10, 1.83, -1.85)  -0.664
O (1.14, 0.04, -3.72)  -0.598
O (1.59, 1.07, -1.89)  -0.758
O (-0.78, 2.47, -2.48)  -0.674
O (2.05, 2.00, -3.78)  -0.643
O (1.49, -3.52, -0.05)  -0.515
N (-1.16, 0.33, -1.34)  -0.657
N (-0.69, 3.91, 3.88)  -0.570
N (-3.16, -0.80, -0.62)  -0.488
N (-1.07, -1.83, -1.05)  -0.295
N (1.59, 1.06, -3.21)  1.196
N (1.33, -0.15, 2.96)  -0.398
C (-3.64, -2.02, -0.39)  -0.207
C (-0.95, 3.49, 2.59)  1.039
C (2.32, -4.62, -2.03)  0.665
C (1.73, -3.42, -1.24)  0.464
C (1.25, -0.10, 1.62)  0.479
C (-1.54, -3.04, -0.80)  0.067
C (-2.88, -3.19, -0.49)  -0.852
C (-2.42, 2.43, 0.99)  -0.402
C (-0.22, 3.15, 0.32)  -0.440
C (-1.44, 2.56, 0.02)  -0.217
C (2.54, -0.69, -0.40)  -1.260
C (-2.18, 2.89, 2.27)  -0.756
C (0.02, 3.61, 1.60)  -0.745
C (-1.90, -0.74, -0.99)  0.918
C (2.48, 0.20, 0.83)  -0.604
H (-4.68, -2.08, -0.09)  0.420
H (0.97, 4.08, 1.83)  0.337
H (2.42, 1.25, 0.54)  0.236
H (2.21, -0.08, 3.43)  0.196
H (0.49, -0.35, 3.48)  0.239
H (-3.37, 1.96, 0.74)  0.476
H (0.03, 4.60, 3.99)  0.226
H (-0.85, -3.86, -0.85)  0.355
H (-1.50, 4.08, 4.47)  0.228
H (3.39, 0.07, 1.42)  0.557
H (-3.31, -4.16, -0.30)  0.401
H (0.52, 3.25, -0.46)  0.560
H (2.82, -1.70, -0.11)  0.567
H (3.25, -0.31, -1.13)  0.506
H (-2.94, 2.80, 3.04)  0.321